Record 1
103
Properties=species:S:1:pos:R:3:forces:R:3:lowdin_charge:R:1 method="wB97M-V/def2-TZVPD" e_above_lowest_kcal_mol=0.00 charge=+3 orbital_gap_ev="5.7 / 5.7" largest_force_ha_per_bohr=0.0142
Tl 0.11939 -0.38799 0.21886 -0.02 -0.18 -0.09 0.6198
I -0.99102 2.39107 -2.30215 -0.07 -0.09 0.19 1.1386
C -0.47645 3.17487 -4.17371 0.13 -0.10 0.08 -0.5886
C -1.43183 3.93898 -4.77087 0.02 0.11 -0.21 -0.1365
C -1.16045 4.54777 -6.01678 -0.09 -0.02 0.09 -0.0392
C 0.05755 4.37539 -6.59501 0.07 -0.02 -0.03 0.0007
C 1.06009 3.58410 -5.97591 -0.01 0.04 -0.03 -0.1415
C 2.32318 3.44415 -6.59464 -0.02 0.02 -0.05 0.0121
C 3.31025 2.69534 -6.02644 0.04 -0.04 0.06 -0.0304
C 3.05964 2.03178 -4.81427 0.09 -0.03 -0.07 -0.0627
C 1.84665 2.13569 -4.17431 -0.14 0.01 0.22 -0.3082
P 1.68508 1.11759 -2.67197 0.37 0.36 -0.52 0.9802
C 2.94120 1.62777 -1.51155 -0.06 -0.03 0.04 -0.3625
C 3.47075 0.72303 -0.58104 -0.06 0.05 0.06 -0.1290
C 4.42889 1.15677 0.32034 -0.02 0.01 -0.04 -0.0804
C 4.84067 2.48472 0.32195 -0.01 0.04 -0.02 -0.0658
C 4.28411 3.39328 -0.57120 0.01 -0.03 0.03 -0.0411
C 3.33262 2.97125 -1.48547 0.04 -0.04 0.01 -0.0609
C 1.91256 -0.57583 -3.21808 -0.21 -0.03 0.12 -0.3675
C 0.80899 -1.16282 -3.84619 0.05 -0.07 -0.05 -0.0938
C 0.93497 -2.41469 -4.42741 0.02 -0.04 0.06 -0.0631
C 2.15250 -3.08763 -4.36733 -0.05 0.02 -0.02 -0.0433
C 3.24183 -2.50678 -3.73354 -0.01 -0.01 0.02 -0.0577
C 3.12785 -1.25393 -3.15096 0.03 -0.03 -0.03 -0.0889
C 0.80926 2.93869 -4.73303 -0.16 0.05 0.04 -0.2034
H -2.39409 4.09291 -4.30097 0.02 -0.01 -0.01 0.0989
H -1.92298 5.15068 -6.49205 0.03 -0.02 0.02 0.1238
H 0.28436 4.84267 -7.54573 0.01 -0.01 0.04 0.1305
H 2.49219 3.94913 -7.53804 0.00 0.00 0.02 0.1326
H 4.27609 2.59988 -6.50283 0.00 -0.01 0.01 0.1227
H 3.84576 1.41872 -4.38866 0.00 -0.01 0.01 0.1168
H 3.12786 -0.30771 -0.55963 0.05 0.02 -0.01 0.0339
H 4.86065 0.46290 1.03245 -0.03 0.07 -0.06 0.0881
H 5.59550 2.81369 1.02527 -0.03 0.00 -0.03 0.1117
H 4.60073 4.42810 -0.56313 0.00 -0.02 0.00 0.1216
H 2.91354 3.67788 -2.19136 0.01 -0.02 -0.01 0.1168
H -0.13405 -0.62807 -3.90827 0.02 -0.01 0.01 0.1053
H 0.09314 -2.85805 -4.94452 0.02 0.01 0.01 0.1162
H 2.25608 -4.05996 -4.83148 -0.01 0.02 0.00 0.1199
H 4.19080 -3.02674 -3.70879 -0.01 0.00 -0.01 0.1129
H 3.98694 -0.80178 -2.67313 0.00 0.02 -0.03 0.1024
N -0.50699 -3.16710 -0.86925 -0.30 -0.03 -0.20 -0.0448
N -1.75086 -3.40982 -1.46114 0.16 0.02 0.09 -0.0665
C -2.81677 -2.62603 -1.22037 -0.07 0.12 0.02 -0.8368
N -3.95298 -2.99478 -1.82210 0.08 0.10 0.07 0.1160
S -2.77965 -1.24985 -0.22853 -0.12 -0.07 -0.04 0.5626
H 0.18933 -2.97307 -1.58317 0.00 -0.09 -0.07 0.0296
H -0.20999 -3.97682 -0.33735 0.05 -0.04 -0.06 0.0479
H -1.85242 -4.19873 -2.08474 0.05 -0.01 0.01 0.1583
H -4.03203 -3.81846 -2.39641 0.01 -0.01 0.00 0.1223
H -4.76976 -2.42228 -1.69564 -0.01 0.00 0.02 0.1066
Cl -0.70745 6.35079 3.67466 -0.05 0.10 0.03 0.8424
C -0.16471 4.80666 3.22961 0.00 -0.10 -0.05 -0.5717
C 1.10283 4.40833 3.63546 -0.10 0.01 -0.05 -0.1591
C 1.58334 3.16146 3.30359 -0.12 -0.14 -0.13 -0.6147
I 3.43454 2.56364 3.98268 -0.01 -0.05 0.00 1.0465
C 0.80528 2.22804 2.50126 -0.02 0.44 0.11 -0.4107
O 1.22751 1.10876 2.20923 0.00 -0.33 0.02 -0.1415
C -0.54318 2.68742 2.06712 0.12 -0.13 0.02 -0.1514
N -1.27084 1.83429 1.32471 -0.11 0.03 0.14 0.0506
C -2.49979 2.19292 0.97689 0.14 0.00 -0.06 -0.1650
C -3.06975 3.41851 1.33374 -0.04 -0.05 -0.06 -0.0070
C -2.32312 4.30302 2.06719 -0.01 0.10 0.03 0.0111
C -1.02147 3.94398 2.45252 0.08 0.22 0.13 -0.1531
H 1.70146 5.09000 4.22502 -0.02 0.00 0.00 0.1078
H -3.05956 1.48555 0.37099 0.02 -0.01 0.06 0.0665
H -4.07841 3.65793 1.02504 0.02 -0.01 0.01 0.1265
H -2.72425 5.26642 2.35306 0.01 -0.03 -0.01 0.1072
C 0.55942 -2.61041 4.77550 -0.10 0.01 -0.02 -0.0427
C 0.74277 -1.84788 3.44224 -0.19 0.05 0.03 -0.1514
N -0.54701 -1.71406 2.73917 0.19 -0.08 0.24 -0.1844
C -1.45484 -0.87804 3.53399 0.00 -0.08 -0.07 -0.1281
C -1.59209 -1.43167 4.97234 0.04 -0.08 -0.06 -0.0384
N -0.91954 -2.77831 4.99728 0.01 0.05 -0.12 -0.0814
C -1.50059 -3.66888 3.93001 0.03 0.10 0.03 -0.0382
C -1.13779 -3.04766 2.56025 0.06 0.10 0.05 -0.1453
H 0.95579 -2.07179 5.63354 0.02 0.01 0.01 0.1394
H 0.99132 -3.60908 4.75768 0.00 -0.03 -0.01 0.1382
H 1.43135 -2.38297 2.79118 0.01 -0.01 -0.05 0.0550
H 1.14593 -0.85071 3.61396 -0.02 0.02 -0.01 0.1137
H -2.42306 -0.86090 3.03417 0.00 0.02 -0.02 0.1250
H -1.06909 0.13939 3.56094 0.02 0.00 -0.02 0.1129
H -2.62647 -1.57383 5.27733 -0.02 -0.01 -0.01 0.1414
H -1.08981 -0.81477 5.71445 0.01 0.01 0.01 0.1398
H -1.07394 -3.20907 5.90706 0.00 -0.01 0.02 0.1944
H -2.57361 -3.71284 4.10413 -0.03 0.01 0.00 0.1410
H -1.08215 -4.66233 4.07312 0.01 -0.03 0.00 0.1398
H -2.02591 -2.95515 1.93857 -0.02 0.02 -0.04 0.0873
H -0.41243 -3.66649 2.03290 0.03 0.00 0.03 0.1098
C 5.55193 -2.63953 -0.42949 0.08 0.01 -0.05 -0.2305
As 4.26189 -3.15758 0.88954 0.01 -0.06 0.01 0.6826
C 4.73935 -4.93818 1.40947 0.05 -0.04 0.01 -0.2424
C 4.59358 -2.06670 2.43684 0.01 0.02 0.08 -0.2427
S 2.27513 -2.99167 0.22144 0.09 0.04 0.13 0.1277
H 6.53910 -2.98139 -0.11818 -0.01 0.03 -0.02 0.0550
H 5.55572 -1.55697 -0.54140 -0.02 0.01 -0.03 0.0252
H 5.27768 -3.11116 -1.36987 0.03 0.00 -0.03 0.0302
H 5.74492 -4.94100 1.83045 -0.02 0.00 -0.01 0.0535
H 4.70400 -5.58340 0.53552 -0.02 -0.04 -0.02 0.0485
H 4.02372 -5.28723 2.14852 -0.02 -0.05 0.03 0.0391
H 5.66611 -1.94194 2.58689 -0.02 0.00 0.00 0.0554
H 4.17128 -2.57574 3.30152 -0.01 0.04 0.05 0.0370
H 4.11021 -1.09947 2.30707 -0.01 -0.04 0.04 0.0132

***

Record 2
163
Properties=species:S:1:pos:R:3:forces:R:3:lowdin_charge:R:1 method="wB97M-V/def2-TZVPD" charge=+1 orbital_gap_ev=8.3 largest_force_ha_per_bohr=0.0911
C -1.44265 2.46809 2.17777 -0.85 -0.26 0.33 -0.0654
C -2.02467 1.00115 2.07312 0.17 1.08 -1.00 -0.3536
C -3.49528 0.89381 2.72392 0.45 -0.32 -1.32 -0.0315
C -4.41192 0.30367 1.58934 0.50 -2.10 2.59 -0.1381
C -4.64787 -1.11642 1.48939 -0.76 4.29 -1.73 0.0605
N -5.46840 -1.19057 0.31685 0.12 0.95 0.47 0.0094
C -5.97676 -2.45174 -0.27570 -0.33 -0.89 -1.79 -0.1114
C -5.24040 -3.75261 0.22376 0.35 0.44 -0.17 -0.2216
C -3.68610 -3.81487 -0.07405 0.66 0.39 1.24 -0.5553
S -3.23370 -4.69980 -1.62820 -0.02 0.68 0.31 0.6229
C -5.71484 0.06543 -0.17524 0.16 0.48 0.66 -0.1988
N -6.51994 0.45088 -1.30983 2.04 -0.94 0.50 0.2381
C -5.73090 0.76088 -2.23485 -2.16 -0.46 1.96 -0.2654
O -5.08417 1.12499 -3.08479 1.22 0.55 -1.78 0.2594
N -5.07824 1.03214 0.58910 0.17 -3.08 1.10 0.0299
C -5.02150 2.50726 0.47455 0.34 0.99 -0.46 -0.0076
O -1.12226 0.00479 2.56813 -0.99 0.17 -0.55 -0.1345
C -1.02971 -1.12660 1.67868 1.10 -0.94 -0.30 -0.1651
C 0.18070 -0.99496 0.70215 2.52 -0.20 -0.96 -0.1613
C 0.12076 -0.48222 -0.67103 1.64 -0.31 0.31 -0.0392
C 1.32589 -0.34601 -1.52739 0.64 -0.88 2.34 -0.0832
C 2.66670 -0.74280 -1.01885 -3.09 -0.23 1.63 -0.1269
C 2.73530 -1.30505 0.35226 -2.07 1.08 -0.48 -0.1457
C 1.51920 -1.42115 1.19151 0.31 0.85 -2.19 -0.0107
H -2.16403 3.16900 1.66186 0.75 -0.83 0.55 0.0087
H -1.41410 2.80958 3.25088 0.32 -0.40 -1.02 0.0809
H -0.45851 2.58465 1.65826 -0.77 -0.29 0.66 0.0779
H -2.12975 0.80879 0.95920 0.01 0.25 1.08 0.1325
H -3.44371 0.17988 3.60020 -0.24 0.85 -1.06 0.0976
H -3.82068 1.91079 3.06230 0.14 -1.02 -0.19 0.1150
H -4.30343 -1.96367 2.11693 -0.46 0.89 -0.80 0.1510
H -5.80058 -2.37984 -1.39347 -0.13 -0.02 1.17 0.1318
H -7.10023 -2.51497 -0.16683 1.28 0.08 0.25 0.1471
H -5.37332 -3.83961 1.33607 -0.08 -0.18 -1.06 0.1104
H -5.69523 -4.64078 -0.30525 0.14 1.04 0.79 0.1183
H -3.17654 -2.80563 -0.01551 -0.69 -1.06 -0.28 0.0559
H -3.23085 -4.41131 0.77326 -0.46 0.64 -0.93 0.0785
H -2.28582 -3.86986 -2.19992 -0.68 -0.55 0.86 -0.1685
H -6.01451 3.00047 0.32346 0.68 -0.84 0.04 0.1029
H -4.34554 2.77768 -0.37757 -0.74 -0.30 0.62 0.0422
H -4.56192 2.97474 1.39229 -0.56 -0.95 -0.88 0.0946
H -0.84945 -2.02549 2.33839 -0.14 0.93 -0.66 0.1369
H -1.97048 -1.33475 1.10401 0.68 0.50 0.53 0.0892
H -0.86009 -0.17257 -1.11929 0.97 -0.34 0.53 0.0927
H 1.25571 0.06338 -2.56748 -0.16 -0.46 1.25 0.0549
H 3.56300 -0.63022 -1.67391 -0.88 -0.12 0.97 0.0142
H 3.74244 -1.63464 0.76831 -2.46 1.00 -0.10 -0.0270
H 1.67138 -1.84857 2.21622 -0.43 0.50 -1.05 0.1078
C -7.07393 4.26283 -2.99046 0.00 0.21 -0.24 -1.5500
Cl -8.36415 4.07469 -1.79354 0.05 -0.09 0.02 0.5363
Cl -7.68656 5.03833 -4.45283 0.01 -0.12 0.19 0.5477
Cl -5.72774 5.18534 -2.32019 -0.01 -0.10 0.07 0.5142
H -6.70843 3.27561 -3.25421 -0.05 0.12 -0.05 -0.0217
C -1.89990 6.16892 -0.87535 0.08 0.48 0.02 -1.5178
Cl -3.03430 7.43916 -1.34957 0.03 -0.19 -0.04 0.5407
Cl -0.76702 6.77230 0.33556 -0.38 0.03 -0.73 0.5151
Cl -2.77184 4.74869 -0.26158 0.10 0.19 -0.14 0.5710
H -1.33446 5.86878 -1.75306 -0.25 -0.01 0.19 -0.0879
C 3.20416 -0.23106 -5.80677 0.08 -0.14 -0.05 -1.4990
Cl 3.94181 -1.48279 -6.81106 -0.05 0.13 0.06 0.5446
Cl 1.52350 0.04027 -6.28647 0.31 0.12 -0.06 0.4785
Cl 3.29900 -0.66932 -4.09693 0.10 0.01 -0.44 0.6109
H 3.75403 0.69327 -5.95388 -0.08 -0.09 0.01 0.0195
C 6.55454 -3.49903 -0.23504 0.13 -0.03 -0.41 -1.5006
Cl 6.27830 -5.02396 -1.08345 -0.03 0.10 0.06 0.5283
Cl 7.94598 -2.64998 -0.91662 -0.15 -0.03 0.04 0.5248
Cl 5.10551 -2.47927 -0.30201 1.52 -1.05 -0.50 0.6662
H 6.76610 -3.71967 0.80415 -0.04 0.06 -0.13 -0.0682
C -10.85254 4.10695 1.33772 -0.14 0.07 0.06 -1.5262
Cl -11.99077 5.37655 0.88514 0.25 -0.07 -0.10 0.5279
Cl -9.72512 4.69518 2.56695 0.02 -0.05 -0.09 0.5230
Cl -11.70221 2.66224 1.91241 0.50 0.08 0.06 0.4796
H -10.28438 3.83172 0.45598 -0.06 0.00 0.09 -0.0273
C 9.56098 -2.92234 2.77389 0.03 0.18 -0.26 -1.5031
Cl 8.16075 -4.01057 2.81233 0.10 0.01 0.26 0.5295
Cl 10.52445 -3.18108 1.31565 0.00 0.24 0.40 0.4819
Cl 9.03755 -1.23887 2.87610 -0.06 -0.14 -0.02 0.5146
H 10.18188 -3.14187 3.63617 -0.11 0.00 -0.09 -0.0259
C -2.97741 -1.03564 -4.98385 0.06 0.01 -0.21 -1.5659
Cl -3.14410 -2.25162 -3.71192 -0.19 0.22 -0.13 0.5312
Cl -1.27011 -0.72577 -5.32833 -0.25 -0.31 0.22 0.4800
Cl -3.83074 -1.54007 -6.44507 0.04 0.04 0.17 0.5563
H -3.42386 -0.11299 -4.62871 0.05 -0.12 -0.05 -0.0630
C -16.10687 4.54544 2.06027 -0.07 -0.10 0.07 -1.5278
Cl -16.42488 4.52426 0.32139 0.05 0.04 0.07 0.5202
Cl -17.38616 3.69835 2.93699 0.06 0.09 -0.04 0.5300
Cl -14.52975 3.82721 2.40981 -0.43 0.11 0.08 0.4664
H -16.09264 5.57881 2.39204 -0.01 -0.12 -0.05 0.0165
C -0.55194 -0.47318 6.13431 0.18 0.05 0.02 -1.5478
Cl -2.31107 -0.67088 6.13270 0.00 0.01 -0.03 0.5249
Cl -0.05005 0.60784 7.43732 -0.05 -0.05 -0.13 0.5352
Cl 0.24847 -2.04133 6.28293 -0.06 0.09 -0.08 0.5248
H -0.25901 -0.02797 5.18740 -0.09 -0.08 0.06 -0.0030
C -3.53896 3.38792 -6.29523 -0.15 0.01 0.15 -1.4808
Cl -5.28827 3.13762 -6.33752 0.01 0.02 -0.06 0.5384
Cl -3.09679 4.46995 -4.96921 -0.42 -0.49 -0.14 0.4934
Cl -2.70757 1.84363 -6.12957 0.10 0.41 -0.17 0.5456
H -3.23400 3.84832 -7.23028 -0.03 -0.05 0.10 0.0283
C 6.18338 -3.86709 6.28196 0.16 -0.03 -0.08 -1.5396
Cl 7.41368 -2.59593 6.28759 -0.11 -0.07 0.03 0.5161
Cl 5.03235 -3.61461 4.96072 0.02 0.00 0.10 0.5005
Cl 6.93752 -5.46181 6.15450 -0.10 0.12 0.04 0.5195
H 5.64054 -3.82051 7.22051 0.05 0.00 -0.12 0.0130
C -13.28070 -0.05215 -0.54939 -0.21 0.25 -0.05 -1.5847
Cl -12.01944 0.01004 -1.78902 0.04 -0.05 0.09 0.5106
Cl -13.93951 1.55928 -0.25268 -0.13 -0.20 -0.16 0.4997
Cl -14.56157 -1.17341 -1.02271 0.13 0.06 0.05 0.5274
H -12.83390 -0.41373 0.37351 -0.16 0.24 -0.35 -0.0913
C 1.70835 4.94146 2.84125 -0.09 -0.16 -0.26 -1.5474
Cl 2.23476 4.73554 1.16562 -0.02 -0.02 0.07 0.5322
Cl 0.04401 5.53824 2.89985 0.38 -0.22 0.59 0.4972
Cl 1.85806 3.41547 3.72984 -0.02 -0.05 -0.28 0.5067
H 2.35091 5.67575 3.31316 -0.06 -0.09 -0.09 -0.0327
C 9.77917 -7.09861 -0.73942 -0.05 -0.07 0.08 -1.5321
Cl 8.44027 -8.05593 -1.38492 0.08 0.05 -0.01 0.5161
Cl 9.26449 -6.18576 0.68391 0.04 -0.26 -0.20 0.4826
Cl 11.15376 -8.13819 -0.34751 -0.04 0.09 -0.05 0.5279
H 10.09227 -6.39247 -1.50225 -0.05 -0.08 0.09 0.0190
C 12.82423 -0.06739 4.15558 -0.08 0.30 0.08 -1.5433
Cl 11.68348 1.17702 3.63887 0.18 -0.15 0.42 0.4908
Cl 13.94709 0.57620 5.35855 -0.03 -0.09 -0.09 0.5400
Cl 11.96403 -1.47307 4.79761 0.19 -0.04 0.06 0.5470
H 13.39668 -0.38575 3.28959 -0.20 0.10 0.36 -0.1044
C 0.75958 1.28514 -10.08929 0.00 0.07 -0.05 -1.5412
Cl -0.56716 1.12583 -8.93114 0.00 -0.01 -0.04 0.4867
Cl 0.18634 2.00795 -11.59536 0.05 -0.08 0.10 0.5344
Cl 2.07486 2.24501 -9.39998 -0.03 -0.07 -0.02 0.5114
H 1.14059 0.29295 -10.30995 -0.04 0.11 0.05 0.0180
C -4.57958 -7.55707 -4.31359 0.03 -0.09 -0.08 -1.5387
Cl -3.32827 -6.30888 -4.27566 0.01 -0.20 -0.39 0.4842
Cl -5.68715 -7.28576 -5.66323 0.03 0.02 0.12 0.5273
Cl -3.85281 -9.16310 -4.41817 -0.06 0.11 0.06 0.5348
H -5.14690 -7.49885 -3.38980 0.07 0.00 -0.10 0.0125
C -12.37892 -4.17136 0.87098 0.08 -0.12 -0.13 -1.5197
Cl -12.02494 -4.42151 -0.84113 -0.06 0.04 0.12 0.5293
Cl -11.27298 -5.11093 1.87904 -0.09 0.06 -0.03 0.5268
Cl -12.28399 -2.45255 1.27955 0.17 -0.41 0.31 0.5690
H -13.39123 -4.51216 1.06442 0.11 0.07 -0.01 0.0219
C 11.85183 2.83663 -0.05634 -0.05 0.00 0.05 -1.5347
Cl 10.70996 4.08002 -0.58052 0.07 -0.06 -0.02 0.5213
Cl 12.97704 3.49132 1.13906 -0.02 -0.03 -0.11 0.5178
Cl 10.99134 1.43717 0.59673 -0.03 0.08 -0.46 0.4845
H 12.42330 2.51264 -0.92027 -0.07 0.04 0.10 0.0151
C 0.63669 6.33584 -4.59962 -0.02 -0.02 -0.20 -1.4966
Cl 1.37291 5.10792 -5.63431 -0.06 0.09 0.08 0.5387
Cl -1.04229 6.62060 -5.07342 0.55 0.46 0.11 0.5017
Cl 0.73012 5.85363 -2.89874 0.29 0.03 -0.13 0.5742
H 1.18902 7.26218 -4.72206 -0.04 -0.11 0.06 0.0204
C 14.91502 -3.29977 1.42365 0.02 -0.22 -0.23 -1.5386
Cl 16.18134 -3.32640 0.19577 -0.32 0.07 -0.19 0.5153
Cl 14.28743 -1.65730 1.63245 0.14 -0.14 -0.27 0.5901
Cl 13.61041 -4.41116 0.99648 0.20 -0.02 0.07 0.5160
H 15.34592 -3.62387 2.36550 -0.07 0.05 -0.10 -0.0358
C 2.34015 7.08043 6.68090 -0.03 0.14 -0.02 -1.5124
Cl 2.04118 5.58191 5.78846 0.11 0.26 0.67 0.5382
Cl 3.70993 7.95327 5.98522 -0.06 -0.08 0.05 0.5344
Cl 0.89459 8.09657 6.69018 0.08 -0.08 0.03 0.5308
H 2.58397 6.82388 7.70702 -0.03 0.02 -0.12 0.0165
C 18.54666 -5.23926 2.61145 0.01 -0.06 -0.13 -1.5163
Cl 19.80729 -5.27060 1.37513 -0.08 0.01 0.11 0.5351
Cl 17.92754 -3.59688 2.82644 0.37 -0.04 0.45 0.5331
Cl 17.23375 -6.34659 2.19105 0.03 0.05 0.07 0.5287
H 18.98102 -5.56575 3.55084 -0.06 0.05 -0.10 0.0156